(1)
Entry from OMol25: 5 unconnected molecules or ions with the total composition C17H25Cl16IN2O5P (the ωB97M-V functional and the def2-TZVPD basis).

DFT total energy = -248988.5977 eV
HOMO energy = -0.4500 Eh
Net charge = +1
Orbital gap = 7.41 eV

XYZ file:
```
67
Properties=species:S:1:pos:R:3:mulliken_charge:R:1
C -2.290 3.937 2.760 -1.58
C -2.143 2.383 2.451 0.43
C -3.258 1.772 1.464 -1.13
I -4.909 3.176 1.043 0.03
C -2.683 1.108 0.142 -0.36
C -1.341 0.185 0.279 -1.18
C -0.207 0.812 -0.688 0.06
C 1.166 0.580 0.105 -0.05
O 2.135 1.613 -0.188 -0.29
C 2.292 2.499 0.875 0.53
C 3.683 3.287 0.992 -0.96
O 1.429 2.767 1.721 -0.48
N -0.723 2.202 -0.861 0.92
N -0.011 3.130 -1.626 -1.10
C -0.380 4.395 -1.437 0.77
C 0.206 5.350 -0.300 -0.96
C -1.444 5.101 -2.405 -1.01
C -2.198 2.033 -1.053 0.48
P -2.866 1.180 -2.593 0.71
O -2.230 -0.160 -2.907 -0.64
O -2.825 2.227 -3.947 -0.52
O -4.533 0.875 -2.340 -0.48
H -1.415 4.207 3.448 0.39
H -2.173 4.590 1.845 0.35
H -3.221 4.194 3.362 0.40
H -1.074 2.166 2.113 -0.12
H -2.243 1.852 3.459 0.35
H -3.759 0.929 2.048 0.67
H -3.460 0.307 -0.085 0.48
H -1.436 -0.872 -0.111 0.44
H -1.097 0.068 1.377 0.46
H -0.011 0.234 -1.651 0.53
H 1.607 -0.390 -0.313 -0.30
H 1.007 0.387 1.209 0.50
H 4.533 2.713 0.527 0.32
H 3.531 4.285 0.485 0.26
H 3.812 3.472 2.105 0.32
H -0.641 2.574 0.116 -0.02
H 0.700 6.223 -0.852 0.45
H 1.011 4.862 0.318 0.11
H -0.652 5.788 0.291 0.30
H -1.042 6.138 -2.665 0.43
H -2.377 5.297 -1.776 0.27
H -1.642 4.504 -3.339 0.27
H -2.791 3.000 -1.009 0.32
H -3.389 2.983 -3.661 0.35
H -4.846 1.660 -1.838 0.34
C 3.784 -3.341 -1.002 0.34
Cl 3.638 -4.225 0.528 -0.05
Cl 2.697 -4.056 -2.215 -0.07
Cl 3.340 -1.638 -0.746 -0.17
Cl 5.462 -3.436 -1.575 -0.10
C 4.403 -7.063 -4.857 0.32
Cl 5.458 -8.434 -4.465 -0.09
Cl 4.387 -6.811 -6.613 -0.09
Cl 2.754 -7.405 -4.293 -0.10
Cl 5.009 -5.600 -4.054 -0.05
C -0.428 -5.933 0.901 0.27
Cl -2.149 -5.662 0.561 -0.10
Cl -0.050 -5.357 2.539 -0.10
Cl -0.067 -7.666 0.777 -0.11
Cl 0.557 -5.041 -0.277 0.03
C 1.081 -7.992 5.580 0.31
Cl 2.134 -9.360 5.991 -0.09
Cl 1.069 -7.757 3.821 -0.01
Cl -0.569 -8.325 6.142 -0.10
Cl 1.688 -6.520 6.368 -0.11
```

(2)
Entry from OMol25: a molecular structure, C31H53BrN7O3S3SiTl (the ωB97M-V functional and the def2-TZVPD basis).

DFT total energy = -164703.8014 eV
HOMO energy = -0.0608 Eh
Net charge = -2
Orbital gap = 5.35 eV

XYZ file:
```
100
Properties=species:S:1:pos:R:3:mulliken_charge:R:1
Tl 3.350 -0.300 0.397 0.88
C 1.881 2.863 -0.488 -0.19
C 0.970 2.744 0.745 -1.06
N 1.192 1.523 1.517 0.21
C 1.326 1.692 2.960 -0.86
C 2.793 1.624 3.479 -0.37
N 3.758 2.036 2.497 0.26
C 3.831 3.417 2.098 -1.03
C 4.005 3.569 0.555 -1.06
N 3.265 2.582 -0.194 0.25
H 1.561 2.129 -1.229 -0.35
H 1.733 3.878 -0.910 0.19
H 1.139 3.606 1.395 0.34
H -0.067 2.812 0.395 0.53
H 0.517 0.815 1.267 0.20
H 0.883 2.650 3.267 0.32
H 0.769 0.904 3.476 0.47
H 2.845 2.198 4.424 0.30
H 3.031 0.586 3.709 -0.20
H 4.655 1.585 2.636 0.17
H 2.896 3.902 2.392 0.33
H 4.642 3.967 2.600 0.47
H 3.705 4.597 0.283 0.30
H 5.064 3.454 0.314 0.44
H 3.752 2.233 -1.011 0.34
N 5.486 -3.334 3.585 -0.64
C 4.943 -2.052 3.425 -0.07
S 5.962 -0.812 2.798 -0.49
N 3.704 -1.893 3.735 0.21
N 2.977 -2.582 4.598 -0.64
C 1.836 -3.112 4.278 0.17
C 0.973 -3.482 5.429 0.56
C 0.952 -2.674 6.570 -0.48
C 0.145 -2.989 7.655 -0.53
C -0.657 -4.123 7.630 -0.36
C -0.624 -4.952 6.516 -0.69
C 0.186 -4.638 5.433 -0.30
C 1.360 -3.294 2.885 0.45
C -0.001 -3.273 2.562 -0.59
C -0.381 -3.383 1.234 -0.62
C 0.596 -3.513 0.263 -0.17
C 1.922 -3.546 0.671 -0.79
N 2.300 -3.445 1.942 -0.12
H 6.259 -3.476 2.955 0.25
H 4.775 -4.048 3.474 0.29
H 1.574 -1.788 6.582 0.42
H 0.134 -2.339 8.522 0.36
H -1.297 -4.363 8.472 0.35
H -1.224 -5.856 6.495 0.35
H 0.224 -5.298 4.573 0.46
H -0.741 -3.154 3.342 0.51
H -1.430 -3.351 0.961 0.44
H 0.353 -3.557 -0.791 0.29
H 2.718 -3.620 -0.061 0.53
C -2.213 -1.918 -3.249 -1.87
C -2.364 -0.630 -4.080 2.81
C -1.056 -0.470 -4.880 -1.82
C -3.500 -0.794 -5.103 -1.93
Si -2.659 0.878 -2.915 -0.48
Br -1.768 0.404 -0.887 -0.32
C -4.543 1.039 -2.395 2.34
C -5.406 1.639 -3.518 -1.86
C -5.097 -0.352 -2.033 -1.94
C -4.760 1.902 -1.139 -1.80
C -1.927 2.526 -3.578 2.63
C -2.181 3.652 -2.561 -2.17
C -2.570 2.927 -4.916 -1.75
C -0.395 2.428 -3.782 -1.87
H -2.118 -2.775 -3.928 0.55
H -3.062 -2.100 -2.585 0.24
H -1.302 -1.865 -2.648 0.28
H -0.913 -1.366 -5.497 0.61
H -0.184 -0.375 -4.227 0.31
H -1.093 0.389 -5.554 0.23
H -3.249 -1.619 -5.781 0.54
H -3.626 0.106 -5.714 0.30
H -4.463 -1.027 -4.646 0.28
H -5.237 1.153 -4.483 0.27
H -5.209 2.707 -3.636 0.35
H -6.469 1.528 -3.268 0.52
H -5.121 -1.035 -2.882 0.30
H -6.125 -0.246 -1.661 0.58
H -4.501 -0.809 -1.238 0.26
H -4.382 2.918 -1.249 0.31
H -4.278 1.459 -0.269 0.30
H -5.839 1.964 -0.937 0.51
H -3.246 3.873 -2.453 0.32
H -1.686 4.569 -2.903 0.60
H -1.771 3.398 -1.578 0.36
H -3.634 3.160 -4.818 0.27
H -2.464 2.139 -5.667 0.28
H -2.067 3.821 -5.301 0.51
H 0.102 1.720 -3.116 0.00
H 0.056 3.411 -3.609 0.60
H -0.146 2.135 -4.803 0.36
O 3.331 -0.888 -4.076 -0.72
S 3.318 -0.745 -2.622 0.68
O 3.802 -1.950 -1.927 -0.64
O 4.091 0.447 -2.184 -0.73
S 1.403 -0.447 -2.013 -0.61
```

(3)
Entry from OMol25: a molecular structure, C4H11N5 (the ωB97M-V functional and the def2-TZVPD basis).

DFT total energy = -11772.7672 eV
HOMO energy (alpha / beta) = -0.2702 / -0.2702 Eh
Orbital gap (alpha / beta) = 8.11 / 8.11 eV

XYZ file:
```
20
Properties=species:S:1:pos:R:3:mulliken_charge:R:1
C -1.315 -1.779 -0.550 -1.25
C 1.122 -1.873 0.367 -1.11
N -1.076 1.149 0.216 -0.88
C 0.767 1.368 0.398 0.36
C -0.131 -1.115 0.065 1.02
N -1.454 1.400 -1.133 -0.52
N 1.050 1.770 1.697 -0.53
N -0.160 0.139 0.364 0.50
N 1.583 1.627 -0.554 -0.81
H -2.341 1.888 -1.078 0.25
H -0.791 2.084 -1.517 0.24
H 1.699 2.544 1.705 0.26
H 0.249 1.819 2.310 0.24
H 1.392 1.135 -1.419 0.25
H -2.240 -1.203 -0.522 0.35
H -1.136 -1.992 -1.607 0.28
H 1.480 -2.373 -0.539 0.30
H 1.906 -1.213 0.736 0.32
H 0.930 -2.653 1.110 0.32
H -1.533 -2.724 -0.049 0.40
```

(4)
Entry from OMol25: a molecular structure, C11H17CrIN2S2 (the ωB97M-V functional and the def2-TZVPD basis).

DFT total energy = -72855.7420 eV
HOMO energy (alpha / beta) = -0.2439 / -0.2914 Eh
Spin multiplicity = 5
Orbital gap (alpha / beta) = 6.42 / 7.73 eV
Expectation value of S² = 6.0373

XYZ file:
```
34
Properties=species:S:1:pos:R:3:mulliken_charge:R:1
C 0.271 -0.983 -3.553 -0.71
C 0.318 0.524 -3.754 -0.54
H 1.288 -1.389 -3.493 0.25
H -0.209 -1.409 -4.440 0.37
H -0.301 -1.316 -2.675 0.09
H 0.777 1.076 -2.923 -0.04
H 0.877 0.759 -4.664 0.40
H -0.692 0.911 -3.915 0.30
Cr 0.292 -0.024 -0.688 0.33
C -1.500 0.642 -1.468 -1.35
H -1.354 1.393 -2.261 0.31
H -2.033 1.123 -0.631 0.30
H -2.098 -0.198 -1.862 0.31
I 2.732 -0.919 -0.856 -0.44
C 1.892 3.032 -0.979 -1.17
C 1.360 2.615 0.334 0.55
N 0.705 1.483 0.557 0.16
C 0.354 1.322 1.906 -0.44
C 0.737 2.387 2.692 -0.33
S 1.482 3.630 1.735 -0.18
C -0.264 0.080 2.184 -0.04
C -0.787 -0.466 3.335 -0.34
S -1.474 -2.041 3.033 -0.16
C -0.980 -1.913 1.382 0.48
N -0.365 -0.778 1.072 0.31
C -1.245 -2.973 0.387 -1.07
H 1.058 3.314 -1.628 0.26
H 2.499 3.925 -0.797 0.43
H 2.532 2.279 -1.453 0.23
H 0.496 2.478 3.737 0.41
H -0.799 0.051 4.281 0.42
H -1.537 -3.889 0.920 0.43
H -2.074 -2.679 -0.281 0.23
H -0.341 -3.180 -0.208 0.22
```

(5)
Entry from OMol25: a molecular structure, C18H23N3O3S (the ωB97M-V functional and the def2-TZVPD basis).

DFT total energy = -40468.7096 eV
HOMO energy = -0.3320 Eh
Orbital gap = 9.09 eV

XYZ file:
```
48
Properties=species:S:1:pos:R:3:mulliken_charge:R:1
C -0.825 -4.498 -2.127 -1.57
C -0.295 -3.545 -1.114 -0.69
C -0.643 -3.990 0.245 -0.28
C -0.280 -3.196 1.384 -0.86
C -1.070 -2.033 1.208 0.62
O -2.272 -1.804 1.839 -0.74
N -0.489 -0.969 0.921 0.13
C -0.902 0.457 0.396 -0.76
C -2.201 0.947 0.169 0.92
C -1.914 2.257 0.021 -0.12
N -0.739 2.830 0.130 -1.12
N -0.129 1.594 0.307 0.91
C 1.392 1.285 0.517 -0.33
C 1.845 0.952 1.838 -0.03
C 3.168 0.770 1.927 -0.65
C 4.005 1.288 1.273 -0.29
C 3.671 1.775 0.038 0.55
C 2.227 1.963 -0.209 0.57
C 1.904 2.779 -1.617 -2.58
H 0.689 2.718 -1.509 0.32
H 2.089 3.702 -1.670 0.70
H 2.103 2.259 -2.264 1.06
C 4.622 2.632 -0.917 -1.24
H 4.393 3.636 -0.927 0.35
H 4.535 2.221 -2.195 0.22
H 5.726 2.393 -0.622 0.32
H 5.145 1.079 1.346 0.20
H 3.569 0.483 2.930 0.31
H 1.030 0.445 2.626 0.26
C -3.101 3.095 -0.164 -0.78
H -3.254 3.504 -1.333 0.29
H -3.228 3.994 0.264 0.61
S -4.467 2.004 0.236 1.22
O -4.983 2.140 1.516 -0.64
O -5.513 1.869 -0.832 -0.70
C -3.481 0.602 0.254 -0.41
H -3.739 -0.112 -0.880 0.20
H -3.785 -0.190 1.344 0.33
H 0.558 -0.943 0.546 0.23
H 0.626 -2.870 1.439 0.45
H -0.482 -3.720 2.524 0.23
H -2.022 -4.134 0.586 0.25
H -0.437 -5.104 0.430 0.37
H -0.993 -2.715 -1.236 0.10
H 0.526 -3.311 -1.245 1.00
H -0.223 -5.523 -2.106 0.29
H -0.539 -4.207 -3.147 0.39
H -1.818 -4.809 -2.138 0.39
```

(6)
Entry from OMol25: a molecular structure, C29H27CoGeN2O2S2 (the ωB97M-V functional and the def2-TZVPD basis).

DFT total energy = -153396.1257 eV
HOMO energy (alpha / beta) = -0.1233 / -0.1251 Eh
Net charge = -1
Spin multiplicity = 4
Orbital gap (alpha / beta) = 5.79 / 5.49 eV
Expectation value of S² = 3.8164

XYZ file:
```
64
Properties=species:S:1:pos:R:3:mulliken_charge:R:1
Co 0.199 -0.033 -0.236 -0.40
C 2.584 1.365 1.065 -1.61
C 2.928 0.046 0.442 0.04
N 2.149 -0.370 -0.495 0.57
C 2.397 -1.194 -1.561 0.04
C 3.610 -1.244 -2.220 -0.25
S 5.049 -0.546 -1.729 -0.46
C 1.201 -1.755 -2.151 -0.32
C 1.054 -2.556 -3.248 -0.45
S -0.611 -2.905 -3.545 -0.29
C -1.036 -1.943 -2.158 0.35
N -0.005 -1.430 -1.573 0.87
C -2.421 -1.730 -1.672 -1.38
H 1.562 1.644 0.776 0.25
H 3.281 2.116 0.689 0.31
H 2.648 1.345 2.150 0.34
H 3.624 -1.725 -3.191 0.16
H 1.798 -2.974 -3.892 0.48
H -3.109 -2.483 -2.046 0.46
H -2.771 -0.742 -1.970 0.27
H -2.392 -1.743 -0.583 0.24
C -0.025 -1.013 1.446 -1.04
Ge 1.379 -2.278 1.898 1.17
C 1.565 -3.568 0.381 0.06
C 0.399 -4.136 -0.118 -0.30
C 0.433 -5.065 -1.141 -0.75
C 1.643 -5.424 -1.713 -0.55
C 2.813 -4.882 -1.214 -0.76
C 2.770 -3.984 -0.162 0.15
C 1.294 -3.622 3.405 0.33
C 2.371 -3.794 4.264 -0.28
C 2.364 -4.769 5.243 -0.75
C 1.284 -5.625 5.364 -0.45
C 0.216 -5.491 4.495 -0.71
C 0.224 -4.498 3.531 -0.23
C 3.069 -1.287 2.280 -0.84
C 3.197 -0.714 3.523 -0.01
C 4.224 0.159 3.866 -1.30
C 5.195 0.505 2.902 -0.30
C 5.111 0.032 1.640 -1.24
C 3.959 -0.791 1.180 1.76
H -0.638 -0.740 2.314 0.56
H -0.555 -3.825 0.294 0.39
H -0.484 -5.512 -1.502 0.38
H 1.667 -6.113 -2.549 0.41
H 3.767 -5.169 -1.636 0.41
H 3.694 -3.581 0.226 0.38
H 3.235 -3.153 4.163 0.27
H 3.207 -4.865 5.914 0.39
H 1.277 -6.392 6.127 0.36
H -0.625 -6.167 4.571 0.38
H -0.617 -4.404 2.856 0.28
H 2.483 -0.987 4.293 0.45
H 4.300 0.529 4.878 0.35
H 6.012 1.153 3.197 0.39
H 5.844 0.282 0.887 0.34
H 4.303 -1.595 0.521 0.32
C 0.790 2.327 -3.583 -0.85
O 1.002 1.283 -2.641 -0.15
C 0.202 1.200 -1.579 0.65
O -0.735 1.965 -1.358 -0.72
H 1.641 2.305 -4.262 0.24
H 0.735 3.295 -3.081 0.31
H -0.141 2.159 -4.130 0.30
```

> Which of these has the highest DFT total energy?

C4H11N5